*one*
One molecule with the formula C3H8N2O, computed with ωB97M-V with the def2-TZVPD basis set.

XYZ file:
```
14
Properties=species:S:1:pos:R:3:lowdin_charge:R:1
O -2.30 -1.06 0.15 0.0095
N 0.98 0.29 -0.51 -0.0847
H 1.81 -0.11 1.37 0.0697
H -0.48 -1.79 -0.78 0.1440
N -0.45 0.22 -0.45 -0.1869
C -1.11 1.43 0.17 -0.0401
H -0.59 1.80 1.08 0.0821
H 1.05 -1.65 0.34 0.0803
H 1.26 -0.09 -1.41 0.0987
H -2.22 1.19 0.34 0.1041
C -1.15 -0.98 -0.28 -0.3283
H -1.08 2.29 -0.49 0.0608
C 1.64 -0.66 0.45 -0.0900
H 2.64 -0.88 0.02 0.0808
```

## Properties
HOMO-LUMO gap	10.55	eV
SMILES	CNN(C)C=O



*two*
One molecule with the formula C3H8N2O, computed with ωB97M-V with the def2-TZVPD basis set.

XYZ file:
```
14
Properties=species:S:1:pos:R:3:lowdin_charge:R:1
N -0.35 -0.59 0.28 -0.2544
N -0.48 -2.15 0.26 0.0112
O 1.81 -0.63 0.97 0.0826
H -0.76 -1.19 1.21 0.1754
H 0.95 1.48 -1.12 0.0865
H -1.54 1.02 -0.39 0.0829
H 2.11 1.74 0.20 0.0870
C 0.93 0.00 0.44 -0.4753
H 0.38 2.09 0.44 0.0862
C 1.10 1.42 -0.04 -0.0011
H -2.26 -0.60 -0.51 0.0843
H -1.00 -0.13 -1.66 0.0955
C -1.34 -0.02 -0.63 -0.0620
H 0.46 -2.44 0.54 0.0011
```

## Properties
HOMO-LUMO gap	8.93	eV



*three*
One molecule with the formula C3H8N2O, computed with ωB97M-V with the def2-TZVPD basis set.

XYZ file:
```
14
Properties=species:S:1:pos:R:3:lowdin_charge:R:1
H 1.15 -0.36 2.72 0.0527
H -0.93 0.34 1.85 0.1177
N -0.35 -0.58 -0.67 -0.0055
H 2.04 0.37 1.59 0.0795
N 1.14 -0.05 1.78 0.0000
H 0.27 -0.39 -2.63 0.0876
H -0.09 -1.38 -0.11 0.1298
C -0.21 0.63 -0.11 -0.5129
O -0.21 1.65 -0.80 0.0278
C -0.59 -0.81 -2.09 -0.0630
H 0.06 1.79 1.71 0.1117
H -1.38 -0.12 -2.40 0.0837
C -0.02 0.75 1.41 -0.1897
H -0.88 -1.83 -2.23 0.0805
```

## Properties
HOMO-LUMO gap	10.20	eV
SMILES	CNC(=O)CN



Which structure is most stable? *three*, by 194.8 kJ/mol over the runner-up.



*one*
One molecule with the formula C3H8N2O, computed with ωB97M-V with the def2-TZVPD basis set.

XYZ file:
```
14
Properties=species:S:1:pos:R:3:lowdin_charge:R:1
H 1.61 -1.07 2.54 0.1232
H -2.37 0.54 0.83 0.0371
N -1.73 0.66 0.06 0.1171
C -0.30 0.66 -2.09 -0.0582
H -0.66 -0.62 1.96 0.0921
H 1.69 -1.71 0.72 0.0564
N 0.03 -0.58 1.27 -0.0266
O 0.26 0.12 -0.85 -0.0821
C -0.56 0.12 0.20 -0.5240
C 1.44 -0.91 1.38 -0.0974
H 2.01 0.05 1.02 0.1115
H 0.52 0.96 -2.75 0.0912
H -1.20 0.15 -2.45 0.0910
H -0.75 1.62 -1.82 0.0688
```

## Properties
HOMO-LUMO gap	9.77	eV
SMILES	[H]/N=C(\NC)OC



*two*
One molecule with the formula C3H8N2O, computed with ωB97M-V with the def2-TZVPD basis set.

XYZ file:
```
14
Properties=species:S:1:pos:R:3:lowdin_charge:R:1
H -0.62 -1.48 1.43 -0.0100
H -2.09 1.04 -0.65 0.0911
H -0.67 1.28 -1.75 0.0898
H 1.24 -0.73 1.36 0.0825
H -0.64 1.86 -0.05 0.1008
N -0.48 -0.22 -0.24 -0.2027
H -0.65 0.28 1.79 -0.0043
C 1.01 -0.29 -0.59 -0.5204
N 1.74 -0.58 0.49 0.1975
C -1.01 1.09 -0.73 -0.0362
H 2.73 -0.70 0.39 0.1260
C -1.04 -0.51 1.13 -0.1556
H -0.89 -0.93 -0.85 0.1593
O 1.37 -0.11 -1.73 0.0822
```

## Properties
HOMO-LUMO gap	7.64	eV



*three*
One molecule with the formula C3H8N2O, computed with ωB97M-V with the def2-TZVPD basis set.

XYZ file:
```
14
Properties=species:S:1:pos:R:3:lowdin_charge:R:1
H -1.90 -0.79 -0.16 0.1085
H 1.67 2.33 -0.37 0.0989
N -0.58 0.43 0.81 0.0478
H -0.84 0.06 -1.24 0.0954
O 0.85 1.93 1.76 0.0296
C 0.02 -1.74 -0.32 -0.0851
H 0.45 -2.10 -1.25 0.0639
C -0.86 -0.48 -0.30 -0.2404
H 0.84 -1.75 0.41 0.0757
H -0.82 0.02 1.70 0.1405
H -0.62 -2.57 0.00 0.0657
C 0.40 1.36 0.77 -0.6362
H 0.45 1.65 -1.34 0.0831
N 0.93 1.65 -0.47 0.1525
```

## Properties
HOMO-LUMO gap	10.49	eV
SMILES	CCNC(N)=O



Which structure is most stable? *three*, by 168.3 kJ/mol over the runner-up.



*one*
One molecule with the formula C3H8N2O, computed with ωB97M-V with the def2-TZVPD basis set.

XYZ file:
```
14
Properties=species:S:1:pos:R:3:lowdin_charge:R:1
H 1.84 -1.09 0.77 0.0823
H -0.66 0.06 -1.84 0.1057
H -1.48 -1.77 0.87 0.0857
N 1.29 1.41 0.43 0.0598
N -1.10 0.09 0.63 -0.0361
H 1.81 -0.99 -0.99 0.0822
H -0.86 1.75 -1.03 0.0924
C 0.53 0.40 -0.01 -0.6701
C 1.19 -0.95 -0.09 -0.0470
H 0.82 2.31 0.32 0.0067
H -1.33 0.84 1.28 0.1240
C -0.52 0.72 -0.99 0.1041
O -2.02 -0.98 0.81 -0.0518
H 0.49 -1.78 -0.15 0.0621
```

## Properties
HOMO-LUMO gap	9.06	eV



*two*
One molecule with the formula C3H8N2O, computed with ωB97M-V with the def2-TZVPD basis set.

XYZ file:
```
14
Properties=species:S:1:pos:R:3:lowdin_charge:R:1
O -0.42 -1.14 -1.54 -0.0531
N 1.48 0.96 0.63 0.1510
C -0.20 -0.37 1.19 -0.2305
H -2.20 0.29 1.60 0.0541
H -1.82 -0.06 -0.18 0.1274
H -0.01 -0.26 2.20 0.0816
H -0.68 -1.46 1.52 0.1891
C 0.52 0.22 0.18 -0.5814
H -1.19 1.52 0.66 0.1113
C -1.42 0.43 0.91 -0.1137
H -1.21 -0.78 -1.85 0.0274
N 0.48 0.03 -1.17 0.0581
H 1.93 1.52 -0.02 0.0178
H 1.44 -0.26 -1.48 0.1608
```

## Properties
HOMO-LUMO gap	10.42	eV
SMILES	[H]/N=C(/CC)NO



*three*
C3H8N2O as an isolated structure, computed with ωB97M-V with the def2-TZVPD basis set.

XYZ file:
```
14
Properties=species:S:1:pos:R:3:lowdin_charge:R:1
N 2.01 1.16 0.56 0.1604
C -0.98 -0.76 -0.36 -0.3604
H 2.54 1.58 -0.19 0.1218
O 1.75 -0.74 -0.65 -0.0743
H 1.05 -0.52 1.28 0.1325
H -1.77 0.76 -1.65 0.0608
C -1.86 0.43 -0.61 -0.1258
H 1.86 1.68 1.41 0.1107
C 1.65 -0.13 0.46 -0.3457
H 0.34 -0.82 -0.84 0.1369
H -0.71 -2.42 0.54 0.0290
H -1.55 1.26 0.03 0.0596
N -1.43 -1.70 0.39 0.0296
H -2.91 0.21 -0.40 0.0650
```

## Properties
HOMO-LUMO gap	8.64	eV



*four*
One molecule with the formula C3H8N2O, computed with ωB97M-V with the def2-TZVPD basis set.

XYZ file:
```
14
Properties=species:S:1:pos:R:3:lowdin_charge:R:1
H -0.20 -1.00 1.57 0.1535
H -0.05 2.89 0.03 0.1318
C -0.56 -0.38 0.70 -0.2037
H 1.49 -1.00 -1.62 0.1252
N -0.49 -0.89 -0.71 -0.0801
H 1.24 -1.26 0.36 0.0504
H 0.87 -2.48 -0.66 0.0476
H -1.63 -0.40 0.96 0.1376
H -0.59 -0.10 -1.29 0.0401
C 0.92 -1.43 -0.66 -0.1113
N -0.27 1.91 -0.27 0.1378
H 0.17 1.54 -1.14 0.1092
O -0.56 1.55 1.91 0.0205
C -0.35 1.05 0.81 -0.5588
```

## Properties
HOMO-LUMO gap	10.02	eV
SMILES	CNCC(N)=O



Which structure is most stable? *four*, by 55.1 kJ/mol over the runner-up.



*one*
One molecule with the formula C3H8N2O, computed with ωB97M-V with the def2-TZVPD basis set.

XYZ file:
```
14
Properties=species:S:1:pos:R:3:lowdin_charge:R:1
H -1.03 0.47 1.13 0.1016
H 1.93 -0.93 0.13 0.1467
H 0.21 -2.67 -0.23 0.0796
H -0.98 1.05 -1.25 0.0715
H -0.14 1.99 1.43 0.1160
H -1.08 -1.48 -0.16 0.0742
H -0.07 -1.76 1.27 0.0827
C 0.93 -0.66 -0.32 -0.6469
H -0.30 2.50 -0.89 0.0830
C -0.08 -1.71 0.18 -0.0374
C -0.32 1.20 0.71 -0.3029
N -0.89 1.75 -0.52 0.0509
O 0.93 -0.44 -1.62 0.0560
N 0.90 0.71 0.14 0.1250
```

## Properties
HOMO-LUMO gap (spin up / spin down)	9.27 / 7.45	eV



*two*
A 2-piece molecular cluster, C3H8N2O overall, computed with ωB97M-V with the def2-TZVPD basis set.

XYZ file:
```
14
Properties=species:S:1:pos:R:3:lowdin_charge:R:1
C 1.10 0.69 2.06 -0.1941
N 0.39 1.58 1.62 0.1178
C -0.25 -0.60 -0.99 -0.3113
H -0.70 -1.08 -1.90 0.1259
C -0.50 0.88 -1.28 -0.1304
H -1.57 1.15 -0.90 0.1084
O -0.27 -1.69 1.17 -0.1192
H 0.27 1.58 -0.69 0.0768
H 0.74 -0.84 -0.68 0.0897
H -0.28 0.98 -2.30 0.0295
N -0.99 -0.97 0.20 -0.0151
H -0.71 -1.61 2.01 0.0857
H 2.07 0.75 2.39 0.0302
H 0.90 -0.51 2.14 0.1062
```

## Properties
HOMO-LUMO gap (spin up / spin down)	9.81 / 8.46	eV



Which structure is most stable? *one*, by 186.2 kJ/mol over the runner-up.